C6H9ClF2S | ωB97M-V with the def2-TZVPD basis set

```
19
Properties=species:S:1:pos:R:3:nbo_charge:R:1
C -0.69546 -2.12019 1.37096 -0.842
C -0.32165 -0.92179 -0.95875 -0.582
C 0.28389 0.19163 -1.89146 -0.422
C 0.14542 0.92963 0.92025 0.284
C 0.84868 0.79228 2.20672 -0.124
C 1.28894 0.68903 3.33285 -0.235
H -0.55813 -3.09131 0.75930 0.234
H -1.79854 -1.94910 1.38393 0.232
H -0.38040 -2.33331 2.41092 0.250
H -0.00730 -1.89679 -1.26319 0.234
H -1.44272 -0.89133 -1.01900 0.228
H 1.40442 0.05187 -1.84674 0.228
H -0.00474 1.18480 -1.54962 0.230
H 0.71746 0.55607 0.10155 0.144
H 1.59178 0.71577 4.45976 0.269
F 0.10580 2.29371 0.71869 -0.361
F -1.16822 0.42484 1.03346 -0.401
S 0.28767 -0.81988 0.72110 0.663
Cl -0.22716 -0.06230 -3.56631 -0.032
```

## Properties
**Gap between HOMO and LUMO**: 8.3 eV
**E_HOMO**: -7.67 eV
**Molecular weight**: 186.7 g mol⁻¹
**2S+1**: 1


C6H9ClN2 | ωB97M-V with the def2-TZVPD basis set

```
18
Properties=species:S:1:pos:R:3:nbo_charge:R:1
Cl 2.92793 0.20473 -0.19885 -0.012
C 1.25110 0.61120 -0.21758 0.245
N 0.63235 0.44798 -1.30474 -0.425
C -0.76389 0.80903 -1.35106 -0.236
C -1.48345 0.77032 0.00350 -0.477
C -0.61157 1.33315 1.07652 -0.082
C 0.71185 1.21929 0.98743 -0.318
H -0.81265 1.81751 -1.78372 0.200
H -1.23934 0.12815 -2.05981 0.205
H -1.70288 -0.26731 0.27665 0.235
H -2.42862 1.31145 -0.06381 0.220
H -1.07789 1.77505 1.94659 0.210
H 1.39720 1.56447 1.74397 0.229
C 0.48631 -2.54090 -0.11651 -0.015
N 0.49894 -1.64817 0.76083 -0.627
H -0.34157 -2.54562 -0.81699 0.154
H 1.25210 -3.31413 -0.27238 0.149
H 1.30412 -1.67622 1.38994 0.345
```

## Properties
**Gap between HOMO and LUMO**: 9.7 eV
**E_HOMO**: -9.10 eV
**Molecular weight**: 144.6 g mol⁻¹
**2S+1**: 1
**Energy relative to the best compared isomer or geometry (same formula, charge and spin)**: 13.32 kcal/mol
**SMILES**: ClC1=NCCC=C1.C=N


C6H9ClN5 | ωB97M-V with the def2-TZVPD basis set

```
21
Properties=species:S:1:pos:R:3:nbo_charge:R:1
C -2.83741 0.48722 -0.85262 -0.430
N -1.51550 0.83603 -0.41346 -0.130
N -1.23093 2.06751 -0.02423 -0.194
C 0.03781 2.10782 0.32932 -0.014
C 0.61905 0.84057 0.17308 -0.201
C -0.42271 0.05595 -0.31530 0.285
N -0.27670 -1.29635 -0.58096 -0.501
C 0.88897 -1.85121 -0.31118 0.394
N 1.90141 -1.17451 0.17880 -0.506
C 1.97281 0.27078 0.33828 0.360
N 2.62018 0.60374 1.51282 -0.801
Cl 2.98500 0.79292 -1.22241 -0.162
H -3.30274 -0.22083 -0.16560 0.220
H -3.42352 1.40371 -0.86427 0.270
H -2.81504 0.06671 -1.85816 0.218
H 0.47496 3.02332 0.66985 0.238
H -1.04646 -1.83615 -0.95833 0.455
H 1.00710 -2.91360 -0.48165 0.249
H 2.77269 -1.66017 0.35831 0.447
H 3.58297 0.30093 1.57531 0.396
H 2.53565 1.57858 1.76443 0.409
```

## Properties
**Gap between HOMO and LUMO**: 9.1 eV
**E_HOMO**: -13.11 eV
**Molecular weight**: 186.6 g mol⁻¹
**Total charge**: +1
**2S+1**: 1
**Energy relative to the best compared isomer or geometry (same formula, charge and spin)**: 7.05 kcal/mol
**SMILES**: Cn1ncc2c1NC=[NH+][C@@]2(N)Cl


Number 1: lowest unoccupied orbital energy 0.61 eV. Number 2: lowest unoccupied orbital energy 0.61 eV. Number 3: lowest unoccupied orbital energy -4.01 eV.